(1)
The following is a quantum chemistry calculation of a molecular structure, C24H38Cl3N6PdSSi, from the OMol25 dataset.

* LUMO: -0.1314 hartree
* ΔE to the lowest compared entry with this formula, charge and spin: 0.0000 eV
* charge: +1
* orbital gap: 5.90 eV
* F_max: 0.063 Eh/bohr
* HOMO energy: -9.47 eV

```
74
Properties=species:S:1:pos:R:3:forces:R:3:mulliken_charge:R:1
Pd 1.58354 -0.55888 0.61234 2.53 -0.53 0.22 -0.10
Cl 0.15427 -0.88925 2.68092 -1.05 0.04 0.32 -0.06
C 1.19059 -1.54179 3.92099 0.30 0.00 0.12 0.70
C 0.59420 -2.14983 5.01130 -0.18 0.05 -0.11 -0.86
C 1.39575 -2.65073 6.01822 0.04 -0.03 0.08 -0.38
C 2.77396 -2.52234 5.92972 0.05 0.02 0.05 -0.70
C 3.34704 -1.90594 4.83265 -0.14 -0.07 -0.06 0.13
Cl 5.07001 -1.75965 4.77223 0.00 -0.01 0.03 -0.21
C 2.57069 -1.39948 3.77539 0.08 0.06 -0.17 0.20
S 3.31075 -0.60300 2.40916 -0.55 -0.22 -0.38 -0.23
H -0.48442 -2.21878 5.06651 0.04 -0.01 -0.01 0.41
H 0.95073 -3.13483 6.87699 0.01 0.02 -0.02 0.37
H 3.41300 -2.89372 6.71930 0.00 0.00 -0.03 0.42
C 3.03467 0.39181 -4.07334 0.02 0.03 0.08 -0.87
N 3.63484 1.13342 -2.97582 -0.01 0.04 0.03 0.03
C 5.04294 1.51413 -3.09806 -0.10 0.02 0.00 -0.64
C 5.48311 1.75389 -1.65322 -0.06 -0.05 0.05 -0.63
N 4.30520 1.40164 -0.87607 0.06 -0.14 0.05 0.24
C 4.20873 1.87146 0.48997 0.00 0.13 -0.17 -1.15
C 3.24611 1.08207 -1.66085 0.09 0.06 0.12 0.23
N 2.05736 0.82782 -1.17584 -0.78 0.02 -0.39 0.16
C 0.93773 0.98370 -2.09596 0.23 -0.04 0.11 -0.90
C -0.32784 1.45530 -1.39801 0.15 -0.12 0.05 -1.03
N -1.12034 0.30647 -0.86153 1.25 0.69 -1.23 1.67
C -1.70779 -0.55350 -1.83994 -2.46 0.02 2.15 -0.89
N -2.74850 -0.15701 -2.59027 0.49 0.26 -1.34 0.35
C -2.74393 0.97637 -3.52789 -0.17 0.18 0.35 -1.10
C -3.62087 -1.29582 -2.88989 0.10 -0.14 -0.19 -0.74
C -3.13275 -2.34336 -1.89643 0.12 -0.30 -0.65 -0.45
N -1.81290 -1.82811 -1.53753 0.56 -0.46 0.64 0.22
C -1.06221 -2.49283 -0.47585 -0.12 -0.17 -0.09 0.16
H 3.83193 -0.01057 -4.69791 0.00 -0.02 0.02 0.40
H 2.40334 1.02450 -4.69991 0.01 0.00 -0.02 0.25
H 2.45479 -0.44482 -3.69972 -0.01 -0.04 0.01 0.20
H 5.14528 2.40342 -3.71967 0.06 0.02 -0.01 0.35
H 5.61036 0.70745 -3.56513 -0.03 -0.04 -0.01 0.38
H 5.75057 2.79812 -1.47674 -0.03 0.02 0.03 0.28
H 6.33294 1.13480 -1.36507 0.05 0.02 -0.02 0.37
H 4.38488 2.95123 0.53120 0.03 0.00 -0.02 0.29
H 4.94251 1.36797 1.11729 -0.01 -0.01 0.02 0.36
H 3.21933 1.66078 0.87266 -0.05 -0.01 0.06 0.33
H 0.68243 0.03777 -2.60696 0.10 0.07 -0.12 0.18
H 1.19229 1.73042 -2.85283 -0.17 -0.05 -0.15 0.65
H -0.93929 2.02007 -2.10064 -0.04 0.13 0.08 0.43
H -0.07343 2.10363 -0.56486 -0.07 -0.04 0.14 0.36
H -1.77964 1.09107 -4.01708 0.04 -0.05 -0.01 0.35
H -3.01084 1.90215 -3.02130 0.01 0.01 0.03 0.31
H -3.49353 0.78742 -4.29158 -0.01 -0.06 0.01 0.46
H -3.50081 -1.62787 -3.92336 0.09 0.05 -0.03 0.42
H -4.66073 -1.01370 -2.74181 -0.01 0.05 0.04 0.40
H -3.06406 -3.33669 -2.33380 0.00 -0.04 0.04 0.37
H -3.74866 -2.39896 -0.99713 0.10 0.13 0.12 0.31
H -0.69447 -3.44890 -0.84202 -0.03 -0.01 -0.06 0.32
H -1.70561 -2.65943 0.38856 -0.08 0.08 0.01 0.30
H -0.21692 -1.88171 -0.18432 0.06 0.07 0.01 -0.61
Cl 2.20293 -2.32494 -1.74182 -0.06 -0.19 -0.08 -0.15
C 2.79841 -2.04027 -0.08986 -0.66 0.97 0.26 -0.99
H 3.82626 -1.70760 -0.11990 0.08 -0.07 -0.10 0.59
H 2.64998 -2.93987 0.49110 0.05 -0.07 0.07 0.46
C -4.02938 1.67929 3.53724 0.09 -0.01 0.14 -0.94
Si -4.50545 1.35770 1.77509 -0.02 0.13 0.04 -0.11
C -5.15845 2.90831 0.98110 -0.08 0.09 -0.09 -1.01
C -5.70556 -0.05849 1.63881 -0.07 -0.15 -0.08 -0.95
C -3.00961 0.88309 0.78523 -0.02 -0.05 0.07 -0.39
C -2.10177 0.63828 0.02820 0.15 -0.24 -0.02 -0.19
H -4.88442 2.07834 4.08991 0.03 -0.02 -0.03 0.33
H -3.22202 2.41280 3.59939 -0.03 -0.03 0.01 0.32
H -3.69971 0.76891 4.04291 0.01 0.04 -0.03 0.31
H -6.06165 3.26277 1.48499 0.04 -0.03 -0.01 0.35
H -5.40401 2.74693 -0.07192 0.01 0.01 0.05 0.30
H -4.41281 3.70570 1.03395 -0.03 -0.03 0.00 0.32
H -6.67166 0.20968 2.07366 0.04 0.01 0.00 0.34
H -5.33721 -0.94026 2.16905 0.00 0.03 -0.02 0.31
H -5.88026 -0.33777 0.59574 -0.01 0.03 0.05 0.28
```
Forces are in eV/Å.

(2)
The following is a quantum chemistry calculation of a molecular structure, C24H38IInO40S9, from the OMol25 dataset.

* LUMO: -0.1536 hartree
* orbital gap: 2.28 eV
* F_max: 0.121 Eh/bohr
* HOMO energy: -6.46 eV

```
113
Properties=species:S:1:pos:R:3:forces:R:3:mulliken_charge:R:1
In -0.58510 -0.21307 -0.63658 -0.42 -0.04 -0.35 1.58
C -1.04188 4.85886 -0.03064 1.22 -1.36 -2.11 -0.59
C -1.10467 3.45661 -0.12413 0.44 -1.19 1.79 0.07
C -2.09714 2.76179 0.95357 -0.09 1.60 -0.40 0.08
O -2.26965 1.59331 0.85694 0.00 -2.62 -0.19 -0.19
C -2.68210 3.55173 1.99789 0.07 -2.12 -1.69 -0.75
C -2.53888 4.89256 1.98714 -1.05 5.15 2.98 0.62
C -1.62203 5.60610 0.95037 -0.87 5.83 2.03 0.26
O -1.40315 6.90508 1.00570 -0.99 -5.11 0.09 -0.65
O -3.17834 5.56175 2.88883 1.90 -1.17 -2.61 -0.70
O -0.40043 2.71847 -0.79547 -0.65 0.19 -0.06 -0.32
H -0.47991 5.29332 -0.84417 -0.06 0.55 0.03 0.55
H -3.36002 3.13067 2.72557 0.28 -0.40 0.10 0.65
I -2.38245 -3.38420 -1.80601 0.29 0.55 0.20 -0.37
C 2.11338 -5.81429 2.21500 -2.93 -0.17 1.99 -0.26
C 0.52699 -6.07340 2.07211 0.76 -1.94 -2.73 -0.58
O -0.23266 -4.94970 2.42396 1.51 2.66 1.43 -0.34
S 0.74333 -3.57999 2.31793 -0.33 -0.49 -0.59 0.83
O 0.87792 -2.97933 3.62543 -0.17 -0.91 -1.48 -0.63
O 0.36635 -2.74708 1.18260 0.95 -1.92 2.13 -0.03
O 2.12684 -4.43914 1.97808 -0.13 2.53 -0.63 -0.34
H 2.88596 -6.37109 1.68472 -0.74 0.23 -0.98 0.35
H 2.38244 -5.98176 3.25791 -0.08 0.03 0.34 0.28
H 0.13201 -7.01261 2.45937 0.18 0.41 1.05 0.35
H 0.20922 -6.15838 1.03292 0.97 -0.42 -0.61 0.33
C 5.68960 2.52872 -2.80047 -0.96 -0.86 -0.37 -0.36
C 5.20169 3.34995 -1.63111 1.86 2.48 0.73 -0.35
O 3.80353 3.25577 -1.42705 -1.42 -1.20 -1.53 -0.22
S 3.16480 2.18276 -2.51296 -1.73 -2.00 0.30 0.25
O 2.64629 2.68557 -3.77578 1.19 0.48 2.02 -0.59
O 2.27555 1.20837 -1.84072 3.11 2.64 -1.44 0.36
O 4.65695 1.60102 -2.81478 -2.99 -2.91 -0.71 -0.27
H 6.51610 1.82552 -2.69800 0.67 0.97 0.51 0.23
H 5.70993 2.99377 -3.78608 0.25 0.59 0.19 0.26
H 5.37368 4.40262 -1.85561 0.25 0.09 0.31 0.36
H 5.71624 3.07790 -0.70952 -0.24 -0.10 0.01 0.20
C -7.12698 -0.44906 -1.13753 -2.09 -0.68 -0.42 -0.45
C -6.82273 -0.20550 0.31289 1.22 -1.68 0.00 0.01
O -5.95459 0.87269 0.33746 1.96 3.34 -0.93 -0.30
S -5.25068 1.24801 -1.12694 1.56 1.00 -1.30 0.90
O -3.85543 0.78992 -1.31114 -3.61 1.06 1.25 0.01
O -5.55084 2.63968 -1.56674 0.33 -3.63 1.76 -0.67
O -6.17470 0.20169 -1.91412 1.14 0.76 -0.62 -0.24
H -8.10542 -0.06461 -1.42554 -0.12 0.07 0.02 0.28
H -7.11065 -1.51564 -1.36166 0.14 0.06 -0.07 0.32
H -6.16512 -1.01674 0.62521 -0.67 -0.54 0.58 0.03
H -7.67810 -0.05229 0.97090 0.13 0.11 -0.19 0.29
C -3.95402 -0.83130 4.71173 1.48 -1.66 -0.89 -0.46
C -2.72860 -1.80132 4.85489 -1.26 0.39 2.73 -0.19
O -2.54662 -2.51441 3.68423 -0.74 -0.29 -2.82 -0.23
S -3.37368 -1.86966 2.42192 0.22 0.72 -1.21 0.41
O -4.55512 -2.67561 2.04756 2.42 2.05 1.69 -0.61
O -2.46202 -1.51698 1.32845 -1.94 -0.43 2.79 0.03
O -3.71825 -0.45871 3.36873 -0.63 -0.74 -2.76 -0.18
H -3.91509 0.03735 5.36902 0.11 -0.09 -0.25 0.31
H -4.89433 -1.37792 4.78339 -0.14 0.13 0.23 0.31
H -3.00116 -2.56574 5.58254 0.49 0.18 0.45 0.40
H -1.83786 -1.23028 5.11677 -0.03 -0.27 -0.02 0.08
C -1.14250 2.31612 5.37012 0.53 0.63 -0.45 -0.47
C -0.14799 3.04299 4.42583 -0.77 1.26 0.49 -0.04
O 0.82733 2.11171 3.95397 -0.65 -1.37 1.07 -0.34
S 0.14566 0.62630 3.89944 0.06 0.49 0.26 0.78
O 1.03595 -0.30450 4.56738 -1.59 1.51 -0.52 -0.67
O -0.30238 0.36381 2.56439 0.21 0.04 1.33 0.06
O -1.23680 1.02650 4.84990 1.64 -2.08 -1.68 -0.35
H -2.13181 2.77306 5.39421 0.02 0.09 -0.43 0.43
H -0.82295 2.24679 6.40992 0.49 0.21 -0.02 0.31
H 0.25031 3.86829 5.01602 0.85 -0.24 -0.23 0.38
H -0.55747 3.49455 3.52222 -0.67 -0.15 0.26 -0.12
C 2.97680 0.18113 -5.56163 -0.08 1.49 0.26 0.46
C 3.05916 -1.29103 -5.67133 0.20 -1.42 0.29 -0.34
O 1.94379 -1.75462 -4.89042 -0.28 0.16 0.34 -0.26
S 0.71891 -0.71102 -4.88831 -2.00 -0.25 1.25 0.65
O 0.36354 -0.38071 -3.48747 1.02 -0.83 -3.59 -0.07
O -0.33416 -1.22627 -5.78090 2.55 1.63 1.78 -0.63
O 1.58092 0.52279 -5.54872 -1.09 -1.12 0.01 -0.31
H 3.46571 0.77179 -6.33635 -0.21 -0.25 -0.21 0.37
H 3.38936 0.52084 -4.61163 0.07 -0.27 -0.05 -0.40
H 3.96998 -1.64579 -5.18899 -0.09 -0.07 0.17 0.20
H 3.00784 -1.79439 -6.63678 -0.18 0.58 -0.31 0.24
C -4.70072 0.32266 -4.98263 -1.13 -0.15 0.27 -0.27
C -4.97258 1.88245 -4.86386 0.17 -1.35 0.42 -0.33
O -3.92283 2.26862 -4.01451 2.73 1.73 0.08 -0.25
S -2.54963 1.45900 -4.29740 -0.29 -1.76 -0.29 0.45
O -1.65907 1.54466 -3.13749 -2.37 -0.14 -2.52 0.00
O -2.03324 1.63206 -5.65537 -0.88 0.27 2.44 -0.53
O -3.47554 0.04174 -4.33720 2.09 1.20 0.27 -0.20
H -4.71727 -0.10834 -5.98366 0.25 0.52 -0.21 0.35
H -5.44238 -0.23589 -4.41162 -0.08 0.13 0.06 0.16
H -5.79110 2.17314 -4.20537 -0.62 -0.43 -0.67 0.28
H -4.99400 2.39246 -5.82695 0.20 0.07 0.12 0.26
C 5.53670 -2.66258 -1.81565 0.36 -1.70 -0.35 -0.41
C 5.25341 -3.18247 -0.34237 0.45 1.75 -0.80 -0.28
O 3.83438 -3.07208 -0.27596 0.03 -1.03 2.77 -0.19
S 3.09065 -3.09740 -1.60320 -1.95 2.97 -2.28 0.74
O 1.94735 -2.19776 -1.56808 2.11 -1.95 0.17 0.11
O 2.97331 -4.41352 -2.14056 0.40 0.39 0.20 -0.60
O 4.30981 -2.23671 -2.32363 -2.01 0.34 -0.19 -0.26
H 5.75207 -3.48080 -2.50284 1.00 -0.37 0.45 0.28
H 6.27710 -1.87300 -1.94402 -0.17 0.00 0.41 0.31
H 5.59938 -2.44594 0.38284 0.08 -0.11 0.02 0.16
H 5.65903 -4.15760 -0.07276 -0.40 -0.12 -0.41 0.26
C 4.16500 0.39363 3.91834 -0.38 -1.38 0.16 -0.38
C 3.92016 -0.99021 3.40759 0.13 -2.10 0.20 -0.01
O 3.92130 -0.98101 2.02140 0.42 1.34 -3.02 -0.32
S 3.67937 0.50301 1.39174 0.64 -0.78 0.61 0.74
O 2.41513 0.53857 0.71854 1.26 0.32 1.21 -0.09
O 4.89600 0.89968 0.68289 -1.95 -0.36 1.40 -0.62
O 3.55480 1.20438 2.92155 0.10 0.37 -1.33 -0.26
H 5.21395 0.59963 4.13134 -0.08 0.40 -0.38 0.32
H 3.60263 0.25299 4.84142 -0.24 1.63 0.20 0.28
H 2.94120 -1.40752 3.64338 0.06 0.28 0.75 -0.06
H 4.69819 -1.70562 3.67394 0.00 0.07 0.42 0.34
```
Forces are in eV/Å.